1.
# C27H72O9

9 unconnected molecules or ions with the total composition C27H72O9 in a non-equilibrium geometry (ωB97M-V/def2-TZVPD, OMol25).

Cartesian coordinates (Å):
1 C -6.949 2.083 -3.732
2 C -5.678 2.397 -3.108
3 C -5.665 3.785 -2.471
4 O -5.553 1.469 -2.049
5 H -7.260 2.800 -4.493
6 H -7.670 2.119 -2.916
7 H -7.114 1.053 -4.047
8 H -4.877 2.322 -3.844
9 H -4.658 4.050 -2.147
10 H -6.210 3.782 -1.526
11 H -6.054 4.569 -3.120
12 H -4.673 1.560 -1.678
13 C 4.685 3.358 -5.192
14 C 4.584 3.329 -6.634
15 C 5.854 2.615 -7.267
16 O 3.397 2.774 -6.996
17 H 4.508 2.452 -4.613
18 H 3.922 4.083 -4.909
19 H 5.630 3.805 -4.884
20 H 4.630 4.341 -7.039
21 H 6.042 1.648 -6.800
22 H 6.789 3.112 -7.009
23 H 5.923 2.512 -8.350
24 H 3.591 1.858 -7.208
25 C 0.097 -1.196 0.940
26 C 0.289 -0.161 -0.143
27 C 0.076 -0.740 -1.576
28 O -0.669 0.907 -0.023
29 H 0.844 -1.989 0.965
30 H -0.841 -1.752 0.912
31 H 0.077 -0.637 1.875
32 H 1.317 0.199 -0.182
33 H 0.477 -1.741 -1.737
34 H 0.352 -0.072 -2.392
35 H -0.998 -0.847 -1.734
36 H -0.320 1.254 0.801
37 C -1.334 -0.721 9.010
38 C -1.071 -0.648 10.536
39 C 0.315 0.002 10.787
40 O -1.948 0.347 11.072
41 H -1.298 0.212 8.448
42 H -2.384 -1.012 8.986
43 H -0.811 -1.426 8.364
44 H -1.115 -1.627 11.012
45 H 1.032 -0.681 10.331
46 H 0.450 0.083 11.866
47 H 0.455 0.934 10.241
48 H -2.145 0.206 12.001
49 C 2.230 5.600 6.912
50 C 2.758 4.667 5.672
51 C 3.608 3.522 6.131
52 O 1.710 4.241 4.972
53 H 1.355 5.216 7.438
54 H 1.861 6.532 6.485
55 H 3.010 5.915 7.605
56 H 3.241 5.415 5.044
57 H 4.338 3.787 6.896
58 H 4.189 3.088 5.317
59 H 3.011 2.674 6.465
60 H 0.882 4.626 5.269
61 C -5.020 3.013 4.912
62 C -4.854 4.522 4.866
63 C -6.016 5.316 5.446
64 O -3.715 4.943 5.532
65 H -4.254 2.454 4.375
66 H -5.860 2.803 4.250
67 H -5.193 2.566 5.892
68 H -4.786 4.873 3.836
69 H -5.691 6.350 5.324
70 H -6.031 5.063 6.506
71 H -6.987 5.162 4.974
72 H -3.964 4.884 6.457
73 C 9.540 -3.428 -3.243
74 C 8.124 -3.540 -3.585
75 C 7.290 -2.298 -3.218
76 O 7.843 -3.806 -4.942
77 H 9.986 -2.563 -3.733
78 H 10.247 -4.184 -3.584
79 H 9.601 -3.411 -2.155
80 H 7.778 -4.454 -3.104
81 H 6.326 -2.423 -3.711
82 H 7.848 -1.379 -3.401
83 H 7.058 -2.304 -2.153
84 H 8.331 -4.569 -5.258
85 C -8.033 -6.688 0.639
86 C -6.601 -7.173 0.568
87 C -5.520 -6.100 0.939
88 O -6.550 -8.326 1.338
89 H -8.273 -6.550 1.693
90 H -8.731 -7.389 0.180
91 H -8.182 -5.799 0.025
92 H -6.367 -7.455 -0.458
93 H -4.516 -6.521 0.880
94 H -5.743 -5.696 1.927
95 H -5.697 -5.265 0.261
96 H -6.830 -8.174 2.243
97 C 3.371 -3.330 -10.563
98 C 2.501 -3.257 -9.282
99 C 2.025 -4.631 -8.815
100 O 3.238 -2.671 -8.215
101 H 4.325 -3.821 -10.370
102 H 3.656 -2.342 -10.925
103 H 2.802 -3.918 -11.283
104 H 1.703 -2.581 -9.590
105 H 1.546 -4.429 -7.857
106 H 2.839 -5.353 -8.742
107 H 1.211 -4.963 -9.459
108 H 3.990 -3.205 -7.950

Results
Electronic energy ... -47590.0232 eV
Energy relative to the best compared isomer or geometry (same formula, charge and spin) ... 5.0889 eV
SMILES ... CC(C)O.CC(C)O.CC(C)O.CC(C)O.CC(C)O.CC(C)O.CC(C)O.CC(C)O.CC(C)O

2.
# C2HF2O4S

A gas-phase ion, C2HF2O4S (charge -1) in a non-equilibrium geometry (ωB97M-V/def2-TZVPD, OMol25).

Cartesian coordinates (Å):
1 C 0.426 -0.026 -0.584
2 C 1.611 0.469 0.334
3 O -1.718 -1.369 0.849
4 O 1.794 1.471 0.916
5 O -3.114 0.634 0.606
6 O -0.555 0.756 -0.483
7 F 0.992 -0.054 -1.915
8 F 2.421 -0.559 0.568
9 S -2.180 -0.300 -0.039
10 H 0.323 -1.022 -0.252

Results
Electronic energy ... -26552.0678 eV
Charge ... -1
Energy relative to the best compared isomer or geometry (same formula, charge and spin) ... 0.0000 eV

3.
# C4H8N2O2

C4H8N2O2 in the gas phase in a non-equilibrium geometry (ωB97M-V/def2-TZVPD, OMol25).

Cartesian coordinates (Å):
1 C -0.448 -0.802 0.712
2 C 0.992 0.407 0.688
3 N -0.230 -1.660 -0.447
4 C -0.367 1.437 -1.027
5 C 0.754 1.442 -0.206
6 O -1.803 -0.516 0.852
7 O -0.858 0.483 -1.806
8 N 1.913 -0.003 1.428
9 H -2.130 -0.084 0.052
10 H -0.515 -0.431 -1.527
11 H -0.162 -1.279 1.654
12 H 0.738 -1.962 -0.488
13 H -0.849 -2.469 -0.429
14 H 2.440 0.698 1.944
15 H -0.831 2.392 -1.266
16 H 1.354 2.347 -0.134

Results
Electronic energy ... -11349.8539 eV
Energy relative to the best compared isomer or geometry (same formula, charge and spin) ... 4.2589 eV
SMILES ... [H]/N=C(\C=C/O)[C@H](N)O

4.
# C4H15N2O2

3 unconnected molecules or ions with the total composition C4H15N2O2 in a non-equilibrium geometry (ωB97M-V/def2-TZVPD, OMol25).

Cartesian coordinates (Å):
1 C 1.994 -0.693 2.032
2 C 1.356 0.628 1.661
3 C 0.598 0.548 0.334
4 C 1.265 0.665 -0.814
5 N 0.728 0.972 -2.054
6 N -0.865 0.530 0.492
7 H 1.400 -1.572 2.265
8 H 2.657 -0.602 2.893
9 H 2.689 -0.993 1.237
10 H 0.733 1.026 2.469
11 H 2.114 1.404 1.538
12 H 2.345 0.615 -0.793
13 H -0.222 0.684 -2.166
14 H 1.385 0.926 -2.826
15 H -1.264 0.531 -0.454
16 H -1.155 -0.375 0.893
17 H -1.205 1.265 1.110
18 H -1.313 -2.696 1.889
19 H -1.388 -3.023 0.477
20 O -1.525 -2.250 1.055
21 H -2.656 0.989 -3.193
22 H -2.674 -0.506 -2.650
23 O -2.370 0.408 -2.452

Results
Electronic energy ... -11460.1221 eV
Charge ... +1
Energy relative to the best compared isomer or geometry (same formula, charge and spin) ... 1.1355 eV

Which of these has the highest electronic energy?
C4H8N2O2